Record 1
C10H17Cl3O6W | wB97M-V/def2-TZVPD

Each line ends with the Löwdin spin population.
CARTESIAN COORDINATES (ANGSTROEM)
C1 0.37 -1.54 -2.41  0.05
C2 1.46 -1.35 -1.49  0.03
C3 1.61 0.06 -1.27  0.00
C4 2.32 -2.40 -0.90  0.01
C5 0.59 0.74 -2.06  0.04
C6 -0.13 -0.26 -2.79  0.00
C7 -1.21 0.02 -3.79  0.00
C8 -0.12 -2.83 -2.96  0.02
C9 2.61 0.70 -0.36  0.00
C10 0.38 2.22 -2.15  0.01
W1 -0.49 -0.56 -0.45  1.43
Cl1 3.55 -1.57 2.58  0.00
Cl2 -0.53 -2.67 0.61  0.15
O1 -0.23 0.76 0.74  0.13
H1 1.73 -3.32 -0.73  0.00
H2 2.73 -2.08 0.07  0.00
H3 3.18 -2.67 -1.54  0.00
H4 2.76 0.08 0.55  0.00
H5 2.28 1.71 -0.10  0.00
H6 3.60 0.77 -0.85  0.00
H7 0.79 2.74 -1.27  0.00
H8 -0.69 2.47 -2.25  0.00
H9 0.90 2.63 -3.03  0.00
H10 -1.23 1.08 -4.05  0.00
H11 -2.22 -0.25 -3.44  0.00
H12 -1.02 -0.53 -4.72  0.00
H13 0.11 -3.66 -2.31  0.00
H14 0.35 -3.05 -3.93  0.01
H15 -1.20 -2.82 -3.13  0.00
H16 -0.49 1.34 1.77  0.01
O2 -2.21 -0.33 -1.14  0.08
H17 -2.97 -0.87 -0.87  0.03
O3 -2.23 0.62 3.52  0.00
Cl3 -1.49 1.80 3.87  0.00
O4 -2.33 2.95 4.03  0.00
O5 -0.66 1.58 5.02  0.00
O6 -0.53 2.12 2.67  0.01

<S²>: 2.011
Orbital gap (alpha / beta), Ha: 0.1693 / 0.2315
E_tot, hartree: -2290.205559
Net charge: -2
Molar mass, g mol⁻¹: 523.44
Relative energy (zero: lowest compared OMol25 entry of this formula, charge and spin), kcal per mole: 0.0
2S+1: 3


Record 2
C10H17FN | wB97M-V/def2-TZVPD

Each line ends with the natural charge from an NBO analysis.
CARTESIAN COORDINATES (ANGSTROEM)
C1 0.81 0.18 0.72  0.06
C2 -1.06 1.34 0.44  0.59
C3 -1.91 0.27 -1.75  -0.33
C4 -2.17 -0.76 -0.98  -0.14
C5 0.36 -1.20 0.19  -0.58
C6 -2.06 0.68 1.17  -0.66
C7 -1.03 -1.60 0.90  -0.38
C8 -2.23 -0.71 0.57  -0.24
C9 3.02 0.01 0.60  -0.40
C10 2.01 0.97 -1.40  -0.44
N1 1.90 0.86 0.06  -0.44
F1 -1.07 2.63 0.51  -0.30
H1 -1.58 0.36 -2.78  0.24
H2 -1.53 1.12 -1.10  0.15
H3 -2.43 -1.66 -1.42  0.22
H4 0.13 -1.36 -0.92  0.23
H5 1.16 -1.93 0.68  0.26
H6 -1.87 0.42 2.28  0.33
H7 -3.01 1.26 1.23  0.27
H8 -1.19 -2.70 0.85  0.24
H9 -0.91 -1.46 1.91  0.21
H10 -3.18 -1.21 0.84  0.26
H11 3.90 0.63 0.45  0.23
H12 2.90 -0.03 1.75  0.27
H13 2.95 -0.88 0.09  0.23
H14 1.24 1.51 -1.89  0.24
H15 2.89 1.55 -1.56  0.23
H16 1.99 -0.04 -1.89  0.24
H17 1.97 1.75 0.45  0.42

Orbital gap (alpha / beta), Ha: 0.2758 / 0.2758
E_tot, hartree: -545.304045
Net charge: +1
Molar mass, g mol⁻¹: 170.25
Relative energy (zero: lowest compared OMol25 entry of this formula, charge and spin), kcal per mole: 130.5


Record 3
C10H17IOSi | wB97M-V/def2-TZVPD

Each line ends with the natural charge from an NBO analysis.
CARTESIAN COORDINATES (ANGSTROEM)
C1 -0.53 -1.39 0.95  -0.08
C2 -0.15 -1.34 -0.19  -0.45
C3 -0.25 1.11 2.55  -0.16
C4 -1.08 0.30 3.16  -0.19
C5 -0.51 2.48 2.12  -0.65
C6 -1.15 -0.19 -2.59  -1.10
C7 1.64 0.66 -1.30  -1.07
C8 1.30 -1.87 -3.10  -1.16
C9 -0.73 -1.13 3.44  -0.50
C10 -1.31 -1.89 2.28  0.30
O1 -2.61 -1.80 2.10  -0.69
Si1 0.45 -0.84 -1.89  1.61
I1 -0.77 -4.15 2.47  -0.08
H1 0.72 0.84 2.17  0.19
H2 -2.02 0.66 3.38  0.20
H3 0.38 2.78 1.50  0.21
H4 -1.28 2.60 1.25  0.22
H5 -0.63 3.13 2.92  0.22
H6 -1.81 0.42 -2.00  0.25
H7 -0.75 0.35 -3.52  0.23
H8 -1.69 -1.13 -2.93  0.23
H9 1.54 1.43 -2.09  0.23
H10 1.92 1.00 -0.32  0.24
H11 2.61 0.24 -1.68  0.22
H12 1.94 -2.65 -2.58  0.26
H13 0.70 -2.49 -3.72  0.26
H14 1.94 -1.32 -3.81  0.26
H15 0.35 -1.10 3.50  0.24
H16 -1.09 -1.42 4.39  0.23
H17 -2.80 -2.00 1.08  0.51

Structure (SMILES): C/C=C/C[C@](O)(I)C#C[Si](C)(C)C
Orbital gap, Ha: 0.3354
E_tot, hartree: -1053.526134
Molar mass, g mol⁻¹: 308.23
Relative energy (zero: lowest compared OMol25 entry of this formula, charge and spin), kcal per mole: 20.0


Record 4
C10H17N | wB97M-V/def2-TZVPD

Each line ends with the natural charge from an NBO analysis.
CARTESIAN COORDINATES (ANGSTROEM)
C1 -1.80 2.57 -0.29  -0.60
C2 -1.28 1.16 -0.56  -0.39
C3 -2.08 0.07 0.16  -0.40
C4 -1.54 -1.34 -0.14  -0.39
C5 -2.34 -2.45 0.56  -0.60
C6 4.28 0.17 0.32  0.04
C7 3.23 0.99 0.74  -0.25
C8 1.91 0.67 0.41  -0.18
C9 1.70 -0.47 -0.38  -0.26
C10 2.83 -1.19 -0.79  0.04
H1 -2.84 2.69 -0.64  0.20
H2 -1.81 2.80 0.79  0.20
H3 -1.20 3.33 -0.79  0.21
H4 -0.22 1.11 -0.24  0.19
H5 -1.28 0.98 -1.64  0.20
H6 -2.03 0.25 1.24  0.19
H7 -3.13 0.14 -0.13  0.20
H8 -0.48 -1.38 0.17  0.19
H9 -1.55 -1.52 -1.22  0.19
H10 -3.38 -2.44 0.25  0.20
H11 -1.93 -3.44 0.33  0.21
H12 -2.30 -2.32 1.65  0.20
H13 5.26 0.38 0.66  0.19
H14 3.45 1.78 1.44  0.22
H15 1.05 1.22 0.72  0.21
H16 0.74 -0.85 -0.68  0.22
H17 2.67 -2.03 -1.48  0.19
N1 4.08 -0.88 -0.46  -0.42

Structure (SMILES): c1ccncc1.CCCCC
Orbital gap, Ha: 0.3862
E_tot, hartree: -445.963751
Molar mass, g mol⁻¹: 151.25
Relative energy (zero: lowest compared OMol25 entry of this formula, charge and spin), kcal per mole: 39.8